(1)
Density functional theory data (ωB97M-V/def2-TZVPD) for a 2-piece molecular cluster, C5H13NO overall at a distorted geometry.

Positions of all 20 atoms, in Å:
1 C -0.0250 -1.8676 -2.9846
2 C -0.3993 -0.8625 -2.1455
3 C -1.2839 -1.1383 -0.8980
4 C -0.5956 -0.4788 0.3084
5 C -1.2073 0.8904 0.6688
6 N -0.6913 -1.3585 1.5409
7 H 0.7066 -1.8030 -3.7223
8 H -0.4757 -2.8682 -2.7500
9 H 0.2114 0.1559 -2.0999
10 H -2.2176 -0.6195 -1.2372
11 H -1.1993 -2.1600 -0.7095
12 H 0.5588 -0.4090 0.1110
13 H -2.2955 0.9440 0.3428
14 H -1.1584 1.1389 1.7082
15 H -0.5011 1.5753 0.1117
16 H 0.1886 -1.7713 1.6465
17 H -0.7818 -0.8714 2.4159
18 O 3.2971 3.6446 2.4776
19 H 2.6029 3.4850 1.8482
20 H 3.8893 4.2969 2.0329

Atomic forces in eV per Å
C -2.2 0.4 3.0
C 2.5 -0.1 0.1
C 1.6 3.1 -2.0
C 0.8 -0.1 2.2
C 0.5 0.2 -2.3
N -1.0 0.3 -1.2
H 1.0 0.3 -1.2
H 0.4 0.9 -0.6
H -1.6 -2.0 -0.6
H 0.1 -1.2 1.2
H -1.1 -1.8 0.0
H -2.1 0.2 0.0
H 1.5 0.2 0.2
H 0.2 0.0 0.6
H -1.5 0.1 0.5
H 1.4 -1.2 0.0
H -0.4 0.7 -0.1
O 1.2 0.9 -0.1
H -0.5 -0.1 -0.4
H -0.7 -0.8 0.6

DFT total energy: -328.2180 hartree
energy above the lowest of the compared OMol25 structures with the same formula, charge and spin: 2.744 eV
SMILES: C=CC[C@@H](C)N.O
molecular weight: 103.16 Da
gap between HOMO and LUMO: 9.92 eV


(2)
Density functional theory data (ωB97M-V/def2-TZVPD) for a single C5H13NO molecule at a distorted geometry.

Positions of all 20 atoms, in Å:
1 C 0.7464 0.9297 -1.6689
2 C 0.3957 -0.4787 -1.0719
3 C 1.7517 -1.2548 -0.9083
4 C -0.3719 -0.5001 0.2544
5 N -1.7997 -0.2497 0.0947
6 C 0.0870 0.5819 1.2891
7 O -0.8943 0.9376 2.2351
8 H 1.3735 0.6484 -2.5207
9 H 1.2957 1.4428 -0.9024
10 H -0.0953 1.3660 -2.2077
11 H -0.0983 -1.1383 -1.7842
12 H 1.4138 -2.2916 -0.7211
13 H 2.3413 -1.1250 -0.0026
14 H 2.2841 -1.2821 -1.8534
15 H -0.1778 -1.4511 0.7495
16 H -2.0454 0.6092 -0.3777
17 H -2.2412 -0.9946 -0.4138
18 H 1.0453 0.2626 1.7340
19 H 0.3064 1.5393 0.8131
20 H -1.6180 0.3125 2.1620

Atomic forces in eV per Å
C -0.7 -2.7 -1.0
C 2.2 0.2 0.4
C -1.7 -1.5 0.5
C -0.2 1.8 0.2
N -0.5 -0.9 0.2
C 0.6 0.4 -0.7
O 0.4 -0.4 0.6
H 0.5 0.4 0.2
H 0.0 0.9 -0.2
H -0.2 0.7 0.9
H -0.6 0.4 -0.2
H 0.2 0.0 -0.3
H 0.3 1.0 -0.3
H 0.5 0.2 0.2
H -0.6 -0.3 -0.1
H 0.4 0.2 0.0
H -0.2 -0.3 -0.2
H -0.4 0.0 0.3
H 0.1 -0.2 -0.4
H -0.3 -0.2 -0.2

DFT total energy: -328.2653 hartree
energy above the lowest of the compared OMol25 structures with the same formula, charge and spin: 1.457 eV
SMILES: CC(C)[C@H](N)CO
molecular weight: 103.16 Da
gap between HOMO and LUMO: 10.47 eV


(3)
Density functional theory data (ωB97M-V/def2-TZVPD) for a 2-piece molecular cluster, C5H13NO overall at a distorted geometry.

Positions of all 20 atoms, in Å:
1 C 0.0869 -1.8942 1.1419
2 C -0.8003 -0.9137 1.0761
3 C -1.0264 -0.0166 2.2621
4 C -1.1388 -0.3283 -0.2788
5 C -0.7028 1.1166 -0.5403
6 N 0.7785 1.2162 -0.4270
7 H 0.3780 -2.3869 2.0690
8 H 0.3574 -2.5400 0.3110
9 H -2.0115 0.4640 2.3331
10 H -0.7424 -0.5135 3.1822
11 H -0.4510 0.8960 2.0566
12 H -0.7988 -0.9557 -1.1066
13 H -2.2291 -0.3363 -0.4236
14 H -1.0924 1.7877 0.2260
15 H -1.0624 1.4839 -1.5021
16 H 0.9372 2.2200 -0.5262
17 H 1.2525 0.9272 -1.2823
18 O 2.7851 0.2460 -2.7241
19 H 2.0893 0.0015 -3.2931
20 H 3.3909 -0.4738 -2.5540

Atomic forces in eV per Å
C -0.5 -2.0 0.4
C 1.3 1.4 -0.7
C -0.5 0.7 -0.6
C -1.4 0.1 -0.5
C 1.2 -0.5 0.5
N -0.4 1.2 -0.6
H 0.1 0.6 0.2
H 0.0 0.5 -0.4
H -0.3 -0.8 0.1
H 0.0 0.2 0.2
H 0.6 -0.4 0.4
H 0.4 -0.1 0.2
H -0.1 0.0 0.2
H -0.2 -0.1 0.0
H -0.3 -0.2 -0.1
H 0.3 0.0 0.6
H -0.2 -0.7 0.2
O 1.1 1.3 1.2
H -0.9 -0.9 -1.1
H -0.2 -0.4 -0.2

DFT total energy: -328.2557 hartree
energy above the lowest of the compared OMol25 structures with the same formula, charge and spin: 1.719 eV
SMILES: C=C(C)CCN.O
molecular weight: 103.16 Da
gap between HOMO and LUMO: 9.76 eV


(4)
Density functional theory data (ωB97M-V/def2-TZVPD) for a single C5H13NO molecule at a distorted geometry.

Positions of all 20 atoms, in Å:
1 C 0.4936 -1.2228 -2.8918
2 N -0.2015 -1.1749 -1.6276
3 C 0.7817 -0.7764 -0.5936
4 C 0.2770 -0.4718 0.8402
5 C -0.4545 0.8270 1.0248
6 C 0.4514 2.0034 1.2786
7 O -1.4837 0.6847 2.0298
8 H 1.3604 -0.5241 -2.9378
9 H -0.1178 -0.8502 -3.7132
10 H 0.8595 -2.1821 -3.2774
11 H -0.5753 -2.0672 -1.3298
12 H 1.0806 0.2496 -0.8182
13 H 1.6392 -1.4524 -0.4746
14 H -0.5166 -1.1976 1.0882
15 H 1.0776 -0.6480 1.5513
16 H -1.0937 1.0731 0.1371
17 H 1.3476 1.8269 0.6583
18 H 0.0700 2.9978 1.0521
19 H 0.8620 2.0752 2.2896
20 H -1.5523 1.4500 2.6177

Atomic forces in eV per Å
C 0.5 0.5 -1.7
N 1.0 0.3 1.6
C -0.4 1.4 1.2
C -1.9 -2.0 -0.3
C -1.7 1.6 -0.3
C 1.4 0.1 -0.1
O 0.2 -0.3 0.6
H -0.5 -0.5 0.5
H -0.5 0.0 0.0
H 0.0 -0.2 0.6
H -0.1 -0.1 -0.4
H 0.8 -0.3 -1.0
H 0.0 0.1 -0.5
H 0.4 -0.2 0.1
H 0.2 0.3 0.2
H 1.0 -0.5 0.0
H -0.2 0.4 0.0
H -0.3 -0.2 -0.2
H -0.3 -0.4 0.2
H 0.3 -0.2 -0.4

DFT total energy: -328.2562 hartree
energy above the lowest of the compared OMol25 structures with the same formula, charge and spin: 1.704 eV
SMILES: CNCC[C@H](C)O
molecular weight: 103.16 Da
gap between HOMO and LUMO: 10.08 eV


(5)
Density functional theory data (ωB97M-V/def2-TZVPD) for a single C5H13NO molecule at a distorted geometry.

Positions of all 20 atoms, in Å:
1 C 1.3691 -0.9908 -0.9962
2 C 0.7670 -0.4940 0.3203
3 C 1.5589 0.7193 0.8160
4 C -0.8358 -0.2961 0.3324
5 N -1.3242 0.7262 1.2562
6 C -1.3307 -0.0070 -1.0799
7 O -2.7897 0.2354 -0.9988
8 H 0.8485 -1.8798 -1.3640
9 H 2.4239 -1.2570 -0.8644
10 H 1.3312 -0.2167 -1.7706
11 H 0.9368 -1.2863 1.0625
12 H 1.4131 1.5893 0.1692
13 H 1.2784 0.9866 1.8402
14 H 2.6315 0.4943 0.8473
15 H -1.2739 -1.2473 0.6551
16 H -0.9990 0.5386 2.2032
17 H -0.9848 1.6497 0.9867
18 H -0.8846 0.8891 -1.5159
19 H -1.2231 -0.8660 -1.7443
20 H -2.9127 0.7124 -0.1548

Atomic forces in eV per Å
C -0.2 0.0 -0.1
C -0.4 -0.2 0.7
C -0.2 0.0 0.2
C 1.7 -0.2 -0.6
N 0.1 0.1 -0.1
C -2.5 0.4 0.7
O 1.2 0.0 0.0
H 0.1 0.1 0.0
H -0.2 0.0 0.1
H -0.1 -0.1 0.0
H 0.1 0.1 -0.1
H 0.0 0.0 0.0
H 0.0 0.1 -0.2
H -0.2 0.0 -0.1
H 0.0 0.1 -0.1
H -0.2 0.1 -0.3
H 0.1 -0.2 0.2
H 0.3 -0.1 0.0
H 0.2 0.2 0.1
H 0.1 -0.3 -0.4

DFT total energy: -328.2873 hartree
energy above the lowest of the compared OMol25 structures with the same formula, charge and spin: 0.859 eV
SMILES: CC(C)[C@@H](N)CO
molecular weight: 103.16 Da
gap between HOMO and LUMO: 10.51 eV


(6)
Density functional theory data (ωB97M-V/def2-TZVPD) for C5H13NO as an isolated structure at a distorted geometry.

Positions of all 20 atoms, in Å:
1 C 0.0970 2.6575 0.0761
2 N -0.0294 1.7855 -1.0959
3 C -0.4928 0.4319 -1.0357
4 C 0.4378 -0.5264 -0.5895
5 C 0.6221 -3.9490 0.1734
6 O 0.7415 -0.7084 0.7501
7 C -1.1125 2.5168 0.9838
8 H 0.1963 3.6737 -0.3071
9 H 0.9650 2.3721 0.6683
10 H 0.5911 1.9457 -1.8703
11 H -1.4753 0.2174 -1.4433
12 H 1.6284 -3.5397 0.0597
13 H 1.1586 -1.0526 -1.2268
14 H 0.2686 -3.4727 1.0850
15 H 0.7770 -4.9879 0.4399
16 H 0.0738 -3.7036 -0.7265
17 H -0.2286 -1.1430 0.3058
18 H -0.8781 2.9042 1.9767
19 H -1.3851 1.4796 1.1600
20 H -1.9554 3.0992 0.6162

Atomic forces in eV per Å
C -0.4 -0.6 -0.4
N -1.3 0.2 1.5
C 0.6 0.4 -0.4
C 1.0 0.4 -1.8
C 1.3 0.4 0.8
O -0.8 0.7 -1.1
C 0.0 0.7 0.4
H 0.1 0.1 0.3
H 0.4 0.2 0.0
H 0.5 -0.2 0.3
H 0.5 -0.3 -0.8
H 0.0 0.0 -0.2
H -0.9 -1.0 -0.2
H -0.5 0.2 -0.2
H -0.4 -0.4 -0.6
H -0.4 -0.4 0.1
H 0.4 -0.2 2.5
H 0.1 0.2 0.0
H -0.1 -0.1 -0.3
H -0.2 -0.3 -0.1

DFT total energy: -328.0601 hartree
energy above the lowest of the compared OMol25 structures with the same formula, charge and spin: 7.040 eV
molecular weight: 103.16 Da
gap between HOMO and LUMO: 7.06 eV